This record from the Open Molecules 2025 dataset describes a molecular structure, C54H50BCl5N8OS2TeTi. The level of theory is wB97M-V/def2-TZVPD.

XYZ file:
```
123
Properties=species:S:1:pos:R:3:lowdin_charge:R:1
Ti 0.98825 -1.36319 -0.50289 0.432
C -4.39090 -0.74864 0.60275 -0.015
C -3.20874 -0.49850 -0.27038 -0.261
C -3.12549 0.28858 -1.40645 0.033
C -1.80610 0.15074 -1.83682 -0.254
N -1.12437 -0.66558 -1.03721 0.046
N -2.00211 -1.05864 -0.06272 0.042
B -1.58949 -1.99560 1.09863 -0.497
N -0.57878 -1.31391 2.06898 0.039
N 0.63213 -0.88056 1.61860 0.008
C 1.32835 -0.52110 2.69895 -0.260
C 0.55651 -0.68006 3.84878 0.039
C -0.64992 -1.20143 3.40679 -0.263
C -1.84269 -1.60648 4.20270 -0.013
C 2.76411 -0.13676 2.68187 -0.187
C 3.67403 -1.02336 3.25432 -0.051
C 5.02378 -0.71701 3.29732 -0.076
C 5.47746 0.48889 2.78293 -0.089
C 4.57599 1.38000 2.22386 -0.088
C 3.22457 1.06822 2.17003 -0.062
N -1.05541 -3.33400 0.53146 0.040
N -0.07242 -3.39794 -0.42566 0.044
C -0.03848 -4.66715 -0.82082 -0.249
C -0.97521 -5.43503 -0.12879 0.037
C -1.60100 -4.55187 0.72616 -0.258
C -2.69242 -4.82042 1.70497 -0.016
C 0.79549 -5.21246 -1.91922 -0.196
C 2.16881 -5.38979 -1.81739 -0.091
C 2.85529 -6.05507 -2.82599 -0.086
C 2.17995 -6.56559 -3.92102 -0.090
C 0.80184 -6.41257 -4.01649 -0.098
C 0.11543 -5.74012 -3.01942 -0.050
C -1.20248 0.82550 -3.00136 -0.168
C -1.56118 2.14459 -3.26763 -0.043
C -1.03933 2.80919 -4.36348 -0.080
C -0.15354 2.15522 -5.21009 -0.083
C 0.19506 0.83679 -4.95688 -0.089
C -0.32902 0.16939 -3.85792 -0.044
H -5.24239 -0.18323 0.22691 0.083
H -4.20727 -0.44355 1.63089 0.063
H -4.66435 -1.80221 0.61968 0.081
H -3.91489 0.84621 -1.87432 0.114
H -2.56952 -2.23209 1.73283 0.105
H 0.84846 -0.47197 4.86090 0.116
H -1.68489 -1.34002 5.24602 0.084
H -2.01875 -2.67986 4.15334 0.074
H -2.75177 -1.11644 3.85689 0.069
H 3.31943 -1.97500 3.62339 0.117
H 5.71917 -1.42888 3.71882 0.107
H 6.53131 0.72734 2.80524 0.104
H 4.92480 2.31763 1.81233 0.106
H 2.54235 1.76259 1.70646 0.088
H -1.15701 -6.48785 -0.23738 0.118
H -2.89263 -5.89090 1.72977 0.084
H -3.61403 -4.30716 1.43458 0.078
H -2.42165 -4.50444 2.71093 0.072
H 2.68968 -4.99700 -0.95498 0.053
H 3.92688 -6.17521 -2.74685 0.108
H 2.72219 -7.09085 -4.69567 0.102
H 0.26350 -6.81411 -4.86380 0.103
H -0.95853 -5.62263 -3.07695 0.119
H -2.24857 2.64699 -2.60192 0.103
H -1.32035 3.83472 -4.55966 0.103
H 0.25508 2.66442 -6.07139 0.101
H 0.87116 0.31907 -5.62398 0.094
H -0.06925 -0.86658 -3.66119 0.058
Cl 3.09478 0.14842 -0.88322 0.713
C 4.57147 -0.72006 -0.40929 -0.584
C 5.74420 -0.04183 -0.66277 -0.127
C 6.94094 -0.63724 -0.29495 -0.091
C 6.91093 -1.88245 0.31382 -0.123
C 5.70336 -2.51572 0.54071 -0.676
Cl 5.76622 -4.07346 1.32859 0.650
C 4.45616 -1.98193 0.18496 -0.708
S 2.94943 -2.79936 0.49321 0.588
H 5.71886 0.93370 -1.12268 0.106
H 7.88297 -0.14067 -0.47255 0.102
H 7.81900 -2.37695 0.62053 0.100
C 1.52014 -2.90877 -4.97674 -0.407
Te 2.47726 -2.27609 -3.19825 1.268
C 3.24944 -0.51223 -4.09437 -0.447
H 0.86478 -2.12219 -5.33559 -0.011
H 0.94824 -3.80218 -4.76125 -0.019
H 2.29348 -3.13015 -5.70326 0.006
H 4.27285 -0.37210 -3.76162 -0.009
H 2.64504 0.35085 -3.83503 -0.026
H 3.23451 -0.67692 -5.16810 0.004
Cl -6.41786 2.55774 4.21987 0.681
C -4.92370 3.24460 3.64855 -0.660
C -3.86404 2.41220 3.33888 -0.097
C -2.69443 2.98617 2.86767 -0.017
C -2.54624 4.35983 2.70203 -0.182
C -1.29804 5.00244 2.12311 -0.275
C 0.01087 4.18587 2.21684 -0.045
N 0.37390 3.44712 1.02016 -0.063
C 0.89679 3.92340 -0.16106 -0.054
C 0.98581 2.84954 -0.99281 -0.143
N 0.52307 1.72221 -0.36156 0.055
C 0.16499 2.12223 0.82879 -0.197
O -1.53860 5.50360 0.82152 -0.112
C -2.30913 4.68898 -0.05657 -0.151
C -3.77914 4.93396 0.08356 -0.327
C -4.41264 6.11933 -0.13655 -1.010
Cl -3.67934 7.58698 -0.65336 0.666
S -6.09177 6.05657 0.14222 1.007
C -5.99366 4.40443 0.57130 -0.404
C -4.71721 3.94074 0.49657 -0.157
C -3.64189 5.15428 3.03826 -0.562
Cl -3.57450 6.88114 2.84241 0.781
C -4.82754 4.61830 3.50991 -0.135
H -3.95263 1.34370 3.45845 0.096
H -1.87932 2.32673 2.62238 0.096
H -1.12203 5.91927 2.69915 0.131
H -0.02276 3.46191 3.03356 0.132
H 0.82714 4.87405 2.44219 0.135
H 1.12683 4.96283 -0.29162 0.125
H 1.34224 2.82118 -2.00743 0.103
H -0.20156 1.48016 1.60980 0.112
H -2.10987 3.62083 0.08194 0.124
H -1.95411 4.95225 -1.05644 0.133
H -6.87460 3.86266 0.86261 0.071
H -4.42971 2.93096 0.73172 0.109
H -5.65550 5.26589 3.75038 0.113
```

Summary:
HOMO-LUMO gap (alpha / beta) in eV: 6.7052 / 7.3583
ΔE to the lowest compared entry with this formula, charge and spin in kJ/mol: 68.3
Total energy in eV: -186150.8001
M in g mol⁻¹: 1254.7
2S+1: 3

This record from the Open Molecules 2025 dataset describes a molecular structure, C54H50ClIN7O3V. The level of theory is wB97M-V/def2-TZVPD.

XYZ file:
```
117
Properties=species:S:1:pos:R:3:lowdin_charge:R:1
V 0.80993 -0.56684 0.01248 1.020
Cl 2.73050 -5.26123 -4.74496 0.686
C 1.86878 -4.13789 -3.73440 -0.599
C 0.53200 -3.95516 -3.91931 -0.157
C -0.19107 -3.05615 -3.10623 -0.625
I -2.20301 -2.69887 -3.47440 1.005
C 0.42650 -2.36305 -2.09497 -0.413
O -0.18552 -1.52240 -1.29247 -0.228
C 1.83383 -2.53379 -1.93283 -0.146
N 2.40524 -1.73910 -0.98846 0.069
C 3.70200 -1.80882 -0.81717 -0.094
C 4.52511 -2.66858 -1.56191 -0.026
C 3.96503 -3.46880 -2.51738 -0.004
C 2.57447 -3.41125 -2.73878 -0.157
H 0.01975 -4.50237 -4.69844 0.095
H 4.13428 -1.16900 -0.05826 0.101
H 5.58852 -2.68327 -1.37035 0.108
H 4.57272 -4.13680 -3.11204 0.095
C 1.79001 3.07543 6.04539 -0.057
C 2.81180 3.17169 4.90890 -0.555
C 2.91999 4.63350 4.44937 -0.033
C 4.17111 2.70593 5.44269 -0.051
C 2.38810 2.33960 3.70468 -0.134
C 3.31271 1.90894 2.75812 0.020
C 2.88447 1.15698 1.68325 -0.102
N 1.61500 0.82620 1.48875 0.024
C 0.69502 1.31705 2.32923 -0.171
C 1.05407 2.03491 3.45634 0.073
C -0.71425 1.07791 1.93196 -0.172
C -1.80181 1.60178 2.61398 0.071
C -3.08616 1.41176 2.12311 -0.136
C -3.21341 0.67365 0.94776 0.019
C -2.09478 0.13967 0.34821 -0.077
N -0.87107 0.34059 0.83349 0.037
C -4.32563 1.95769 2.82037 -0.557
C -3.97601 2.78927 4.05394 -0.064
C -5.19652 0.76949 3.25481 -0.038
C -5.11133 2.84192 1.84281 -0.041
H 2.16774 3.61230 6.91631 0.087
H 1.61313 2.03829 6.33570 0.097
H 0.83444 3.52895 5.78006 0.078
H 3.23096 5.26506 5.28384 0.089
H 1.96071 4.99858 4.07922 0.092
H 3.65228 4.73853 3.64739 0.089
H 4.41613 3.26451 6.34694 0.087
H 4.97578 2.88059 4.72884 0.075
H 4.15578 1.64377 5.69228 0.097
H 4.36437 2.13683 2.84772 0.114
H 3.58899 0.80351 0.93949 0.115
H 0.28612 2.36865 4.13559 0.104
H -1.64085 2.17630 3.51162 0.099
H -4.18161 0.48496 0.50467 0.118
H -2.15137 -0.48115 -0.53667 0.100
H -3.46130 2.19421 4.81071 0.088
H -4.89363 3.16995 4.50405 0.088
H -3.35010 3.64625 3.79758 0.090
H -4.65618 0.12553 3.95081 0.094
H -5.49840 0.16376 2.39963 0.080
H -6.09948 1.13077 3.75055 0.088
H -4.49821 3.67247 1.48914 0.094
H -5.99022 3.25276 2.34272 0.087
H -5.45600 2.28102 0.97419 0.078
C -2.93590 -3.27994 0.47134 -0.190
N -1.64652 -2.72723 0.86808 0.049
C -0.84150 -3.47490 1.50186 -0.117
C 0.48331 -3.08757 1.93441 -0.297
C 1.25248 -3.85203 2.79901 -0.069
C 2.45204 -3.15328 3.00454 -0.103
C 2.34601 -2.00201 2.24962 -0.207
N 1.15266 -1.92747 1.59904 -0.039
C -2.99052 -4.75971 0.16222 -0.238
C -2.08244 -5.32906 -0.72903 -0.066
C -2.15930 -6.67246 -1.05411 -0.075
C -3.14704 -7.47302 -0.49238 -0.097
C -4.05257 -6.91828 0.39704 -0.091
C -3.96993 -5.56935 0.72207 -0.048
H -3.25779 -2.73256 -0.42273 0.072
H -3.67107 -3.04616 1.24978 0.113
H -1.09127 -4.51373 1.74939 0.130
H 0.95740 -4.79897 3.22455 0.097
H 3.28888 -3.44084 3.62047 0.084
H 3.08717 -1.22440 2.15212 0.074
H -1.30762 -4.71056 -1.16596 0.085
H -1.44677 -7.09734 -1.74984 0.103
H -3.20605 -8.52362 -0.74596 0.098
H -4.82221 -7.53440 0.84439 0.098
H -4.67682 -5.14088 1.42402 0.106
O 0.36712 2.87478 0.02207 0.058
C 0.66792 2.38290 -1.05106 -0.531
N 0.65448 3.07181 -2.23621 0.155
C 0.82883 2.19769 -3.36920 -0.277
C 1.31110 0.92592 -2.62810 -0.418
O 1.77431 -0.03318 -3.20486 0.102
N 1.09290 1.07204 -1.28426 0.090
C 1.84453 2.76300 -4.34586 -0.146
C 3.19972 2.47706 -4.22815 -0.014
C 4.12029 3.07930 -5.07296 -0.075
C 3.69841 3.97841 -6.04140 -0.093
C 2.34802 4.27133 -6.16238 -0.079
C 1.42815 3.66354 -5.32096 -0.030
C -0.48676 1.79598 -4.03680 -0.149
C -0.45316 1.04525 -5.21011 -0.023
C -1.62950 0.62836 -5.80811 -0.085
C -2.85609 0.94864 -5.23915 -0.110
C -2.89444 1.67469 -4.06082 -0.084
C -1.71340 2.09197 -3.45757 -0.021
H 0.20731 3.97114 -2.28366 0.157
H 3.53932 1.76731 -3.48547 0.114
H 5.17175 2.84061 -4.97652 0.102
H 4.41803 4.44507 -6.70153 0.100
H 2.00790 4.96964 -6.91621 0.102
H 0.37273 3.88376 -5.42987 0.120
H 0.50260 0.78399 -5.64621 0.128
H -1.58998 0.04327 -6.71785 0.105
H -3.77520 0.62197 -5.70847 0.101
H -3.84494 1.91943 -3.60330 0.101
H -1.75603 2.64717 -2.52861 0.111
```

Summary:
HOMO-LUMO gap (alpha / beta) in eV: 6.8597 / 6.7062
ΔE to the lowest compared entry with this formula, charge and spin in kJ/mol: 92.6
Total energy in eV: -119700.2265
M in g mol⁻¹: 1058.3
2S+1: 3